167
Properties=species:S:1:pos:R:3:mulliken_charge:R:1 method="wB97M-V/def2-TZVPD" energy_ha=-2801.39901 smiles="CC1(C)CCCC(C)(C)N1O.CC1(C)CCCC(C)(C)N1O.CC1(C)CCCC(C)(C)N1O.CC1(C)CCCC(C)(C)N1O.CC1(C)CCCC(C)(C)N1O.NC(N)=O.CCO" relative_energy_kj_mol=679.3 mol_weight_g_mol=892.4 e_homo_ev=-7.7
C -4.837 -31.436 -9.422 -2.19
C -6.142 -30.854 -9.824 2.05
C -6.502 -31.168 -11.295 -1.68
C -7.227 -31.372 -8.841 -1.47
C -8.479 -30.548 -8.534 -0.78
C -7.955 -29.197 -8.123 -1.02
C -7.081 -28.518 -9.225 1.07
C -7.864 -27.918 -10.409 -1.66
C -6.292 -27.403 -8.428 -1.81
N -6.004 -29.423 -9.706 0.35
O -5.023 -28.769 -10.356 -0.45
H -4.880 -32.522 -9.341 0.46
H -4.033 -31.171 -10.108 0.44
H -4.488 -31.051 -8.463 0.42
H -6.961 -30.319 -11.800 0.33
H -5.722 -31.676 -11.862 0.40
H -7.235 -31.968 -11.401 0.35
H -7.633 -32.282 -9.283 0.42
H -6.655 -31.738 -7.988 0.45
H -9.112 -30.644 -9.416 0.35
H -9.110 -31.043 -7.796 0.38
H -7.320 -29.318 -7.245 0.40
H -8.834 -28.587 -7.916 0.40
H -8.549 -27.134 -10.085 0.42
H -8.490 -28.664 -10.898 0.36
H -7.254 -27.451 -11.182 0.42
H -6.961 -26.579 -8.177 0.41
H -5.475 -26.898 -8.943 0.37
H -5.858 -27.797 -7.509 0.40
H -5.583 -28.431 -11.059 0.42
C -5.617 -33.710 6.862 -1.47
C -6.238 -34.922 7.603 1.42
C -7.138 -34.382 8.703 -1.92
C -7.201 -35.684 6.610 -1.17
C -6.409 -36.580 5.619 -0.58
C -5.605 -37.552 6.417 -1.18
C -4.523 -36.902 7.299 1.47
C -3.971 -38.108 8.015 -2.05
C -3.351 -36.313 6.492 -1.48
N -5.372 -35.985 8.194 0.19
O -4.500 -35.532 9.195 -0.47
H -6.445 -33.100 6.499 0.45
H -4.885 -33.188 7.478 0.33
H -5.023 -34.139 6.055 0.20
H -6.662 -33.684 9.392 0.35
H -7.945 -33.796 8.263 0.40
H -7.459 -35.237 9.299 0.49
H -8.001 -36.257 7.080 0.36
H -7.650 -34.855 6.063 0.48
H -6.900 -37.088 4.788 0.41
H -5.766 -35.938 5.017 0.26
H -5.128 -38.196 5.677 0.52
H -6.248 -38.174 7.039 0.35
H -4.700 -38.554 8.691 0.46
H -3.141 -37.890 8.688 0.40
H -3.642 -38.920 7.367 0.38
H -3.590 -35.409 5.931 0.24
H -3.012 -37.119 5.842 0.39
H -2.538 -35.940 7.116 0.39
H -4.927 -35.999 9.917 0.36
C -11.249 -27.754 -2.384 -1.51
C -11.166 -29.053 -1.643 1.24
C -9.664 -29.142 -1.111 -1.83
C -11.957 -29.024 -0.308 -1.06
C -13.445 -29.219 -0.456 -0.80
C -13.802 -30.577 -1.209 -1.28
C -13.040 -30.657 -2.485 1.71
C -12.995 -32.186 -2.915 -1.96
C -13.728 -29.775 -3.586 -1.69
N -11.542 -30.307 -2.307 0.06
O -10.649 -30.699 -3.351 -0.30
H -10.529 -27.647 -3.195 0.40
H -12.203 -27.702 -2.910 0.36
H -11.242 -26.937 -1.663 0.37
H -9.233 -30.050 -0.691 0.41
H -9.061 -28.916 -1.990 0.39
H -9.497 -28.384 -0.346 0.39
H -11.629 -29.817 0.363 0.37
H -11.865 -28.003 0.063 0.48
H -13.806 -29.177 0.571 0.40
H -13.947 -28.393 -0.961 0.31
H -14.864 -30.555 -1.456 0.41
H -13.677 -31.471 -0.597 0.43
H -12.692 -32.524 -3.906 0.36
H -13.919 -32.705 -2.661 0.48
H -12.351 -32.789 -2.275 0.48
H -14.294 -28.912 -3.235 0.29
H -14.397 -30.350 -4.226 0.48
H -12.988 -29.496 -4.336 0.33
H -10.796 -30.001 -3.994 0.29
C -4.645 -31.156 -2.803 -1.99
C -3.537 -31.721 -1.896 1.77
C -2.288 -30.894 -2.015 -1.72
C -4.078 -31.725 -0.424 -1.45
C -3.442 -32.535 0.610 -0.68
C -3.402 -33.999 0.137 -1.19
C -2.903 -34.226 -1.294 1.46
C -1.346 -34.177 -1.265 -1.78
C -3.427 -35.685 -1.648 -1.81
N -3.431 -33.186 -2.225 0.44
O -3.215 -33.386 -3.551 -0.46
H -4.757 -30.144 -2.413 0.42
H -4.405 -30.858 -3.823 0.44
H -5.483 -31.814 -3.035 0.36
H -1.840 -31.190 -2.964 0.40
H -2.615 -29.855 -2.035 0.42
H -1.546 -31.074 -1.237 0.31
H -4.209 -30.715 -0.036 0.48
H -5.148 -31.922 -0.492 0.43
H -2.474 -32.097 0.853 0.30
H -4.030 -32.510 1.528 0.45
H -4.446 -34.286 0.008 0.34
H -3.011 -34.679 0.894 0.42
H -0.875 -33.406 -0.654 0.29
H -0.845 -33.960 -2.209 0.35
H -0.946 -35.135 -0.934 0.46
H -3.167 -36.429 -0.894 0.39
H -3.003 -36.067 -2.577 0.40
H -4.509 -35.753 -1.755 0.41
H -4.077 -33.659 -3.875 0.32
C 2.173 -38.741 -8.234 -1.62
C 1.033 -38.157 -9.076 1.29
C 0.825 -38.830 -10.440 -1.90
C -0.272 -38.558 -8.234 -1.09
C -0.154 -37.837 -6.865 -0.86
C 0.023 -36.311 -7.061 -1.14
C 1.048 -35.799 -8.084 1.68
C 0.477 -34.500 -8.692 -2.04
C 2.370 -35.495 -7.252 -1.79
N 1.314 -36.697 -9.216 0.23
O 2.270 -36.310 -10.112 -0.41
H 3.037 -38.627 -8.888 0.41
H 2.378 -38.185 -7.320 0.34
H 2.081 -39.796 -7.974 0.30
H 1.668 -38.729 -11.123 0.39
H 0.615 -39.899 -10.456 0.37
H 0.064 -38.312 -11.025 0.44
H -1.140 -38.126 -8.732 0.39
H -0.554 -39.605 -8.121 0.45
H -1.092 -37.920 -6.317 0.46
H 0.633 -38.231 -6.223 0.35
H 0.336 -35.990 -6.067 0.33
H -0.890 -35.716 -7.036 0.50
H 0.357 -33.662 -8.005 0.41
H -0.457 -34.765 -9.188 0.47
H 1.170 -34.085 -9.425 0.39
H 3.054 -35.218 -8.054 0.52
H 2.933 -36.211 -6.655 0.29
H 2.224 -34.674 -6.550 0.46
H 3.057 -36.397 -9.570 0.37
N -9.915 -35.671 -3.837 -0.39
C -9.099 -35.708 -2.815 0.62
N -8.901 -34.520 -2.312 -0.29
O -8.767 -36.720 -2.352 -0.61
H -10.335 -34.761 -3.961 0.16
H -10.262 -36.572 -4.133 0.23
H -9.339 -33.667 -2.626 0.15
H -8.094 -34.569 -1.706 0.15
C -3.615 -26.484 4.396 -1.01
C -4.473 -27.432 3.645 -0.25
O -4.703 -28.528 4.593 -0.48
H -2.573 -26.779 4.520 0.33
H -4.099 -26.070 5.281 0.27
H -3.471 -25.554 3.847 0.35
H -4.064 -27.485 2.636 0.22
H -5.445 -26.964 3.486 0.26
H -3.929 -29.088 4.690 0.31